The following is a quantum chemistry calculation of the molecule C25H33N5O4 in a non-equilibrium geometry, from the OMol25 dataset.

Summary:
HOMO in eV: -8.239
Max |F| in eV Å⁻¹: 1.4
LUMO level in eV: -0.5
SMILES: C[C@@H]1CCCCN1CCCNc1ccc([C@@H](CC(N)=O)NC(=O)c2ccccc2)cc1[N+](=O)[O-]
Orbital gap in eV: 7.8
ΔE to the lowest compared entry with this formula, charge and spin in kcal/mol: 1.33

ORCA input file:
```
! wB97M-V def2-TZVPD RIJCOSX def2/J DEFGRID3
* xyz 0 1
C -5.67427 0.93803 1.85470
H -5.09626 0.32945 2.54642
H -6.68182 0.53637 1.80193
H -5.72859 1.94795 2.25283
C -5.00149 0.96512 0.47345
N -4.80684 -0.34066 -0.14377
C -3.91209 -1.21823 0.58434
H -3.22280 -0.59710 1.16119
C -3.09298 -2.08448 -0.37917
C -2.02223 -2.89328 0.36330
N -1.05282 -2.05124 1.01681
C -0.07337 -1.35905 0.40968
C 0.32018 -1.62153 -0.92068
C 1.36366 -0.96028 -1.51187
C 2.10017 0.01281 -0.82302
C 1.73203 0.30054 0.46844
C 0.64468 -0.33382 1.08311
N 0.27175 0.15193 2.35397
O 0.76812 1.19682 2.74104
O -0.56903 -0.45989 3.01450
H 2.27405 1.02414 1.05710
C 3.27386 0.69789 -1.48892
N 4.49446 0.49741 -0.74460
C 5.34233 -0.51605 -1.02671
O 5.09647 -1.35158 -1.87999
C 6.58942 -0.54540 -0.20891
C 7.14681 0.59061 0.37162
C 8.31808 0.48849 1.10126
C 8.94032 -0.73877 1.26100
C 8.39557 -1.87061 0.67701
C 7.23011 -1.77222 -0.05881
H 6.79319 -2.63948 -0.53093
H 8.88188 -2.82801 0.79350
H 9.85252 -0.81090 1.83514
H 8.74869 1.37326 1.54684
H 6.69010 1.56134 0.24556
H 4.70630 1.18278 -0.03101
H 3.42608 0.23036 -2.47049
C 3.01906 2.20900 -1.68361
C 3.02681 2.94162 -0.35376
O 4.02423 3.01459 0.33845
N 1.86209 3.51372 0.00840
H 1.79971 3.93128 0.92401
H 1.01156 3.37309 -0.50606
H 3.83192 2.61431 -2.28914
H 2.07587 2.35250 -2.20992
H 1.64010 -1.20665 -2.52594
H -0.20696 -2.37519 -1.48118
H -1.26349 -1.75140 1.96529
H -2.49549 -3.49910 1.13925
H -1.51836 -3.57110 -0.33061
H -2.62017 -1.43106 -1.11372
H -3.74530 -2.77599 -0.91226
H -4.45132 -1.87025 1.29209
C -6.04720 -0.98795 -0.52884
C -6.80010 -0.13044 -1.54044
C -7.07624 1.24759 -0.95287
C -5.75666 1.86829 -0.50896
H -5.92860 2.84068 -0.04461
H -5.12768 2.01659 -1.38898
H -7.75666 1.15923 -0.10426
H -7.55524 1.88738 -1.69659
H -7.73179 -0.62633 -1.81832
H -6.18526 -0.02389 -2.43584
H -5.79866 -1.94867 -0.98562
H -6.69574 -1.19406 0.34065
H -3.99665 1.38950 0.60758
*
```

=====

The following is a quantum chemistry calculation of C25H33O2PmSe as an isolated structure in a non-equilibrium geometry, from the OMol25 dataset.

Summary:
HOMO (spin up / spin down) in eV: -6.392 / -6.411
Max |F| in eV Å⁻¹: 5.2
LUMO level (spin up / spin down) in eV: 0.0 / 0.0
Orbital gap (spin up / spin down) in eV: 6.4 / 6.4
⟨S²⟩: 6.01

ORCA input file:
```
! wB97M-V def2-TZVPD RIJCOSX def2/J DEFGRID3
* xyz 0 5
O 0.04576 -0.97456 -2.13458
C 0.29101 0.28347 -2.99289
C 0.49967 -0.49621 -4.27004
H 1.17208 0.82511 -2.61914
H -0.60397 0.91131 -2.99296
C 0.21181 -1.74019 -3.44022
H 1.51871 -0.45665 -4.66041
H -0.22165 -0.29018 -5.06986
C 1.35613 -2.72517 -3.42210
H 2.26304 -2.28117 -3.00303
H 1.56503 -3.06517 -4.44768
H 1.09708 -3.60840 -2.84222
C -1.09066 -2.45736 -3.75495
H -1.94211 -1.75961 -3.72115
H -1.26577 -3.26670 -3.02158
H -1.02203 -2.90074 -4.76042
Pm -0.35465 -1.04119 -0.02833
C -2.29060 -1.34518 1.82525
C -2.40319 0.05669 1.60235
C -2.81922 0.26286 0.25763
H -2.24345 0.83878 2.34335
C -3.01565 -1.02110 -0.34215
C -2.70432 -2.01848 0.63536
H -2.81438 -3.09306 0.51449
H -1.93362 -1.81715 2.74219
H -3.01322 1.23505 -0.20065
H -3.40943 -1.19547 -1.35145
C 0.86080 -2.52639 1.74952
C 0.17291 -3.44761 0.89851
C 0.81890 -3.43858 -0.35603
H -0.68308 -4.07805 1.14878
C 1.91071 -2.51464 -0.29580
C 1.94560 -1.96689 1.00990
H 2.68375 -1.25181 1.38226
H 0.63255 -2.29971 2.78340
H 0.54387 -4.08081 -1.19510
H 2.61079 -2.26609 -1.09673
O 1.27917 3.78520 -2.03817
C 0.76180 3.06343 -0.88322
C -0.76986 3.18003 -0.95051
H 1.14754 3.53402 0.04482
H 1.16567 2.03357 -0.85856
C -0.96530 4.58140 -1.55565
H -1.24879 3.02533 0.02227
H -1.14629 2.42596 -1.64774
C 0.33975 4.85923 -2.32226
H -1.03864 5.30019 -0.73137
H -1.86689 4.66330 -2.16642
H 0.77965 5.83298 -2.01128
H 0.18479 4.90535 -3.41314
Se 0.74648 1.11912 1.93143
C 0.95252 0.92266 3.78529
C 0.14382 0.02935 4.53253
C 0.30382 -0.10411 5.90838
C 1.22975 0.69016 6.59751
C 2.04574 1.59167 5.88516
C 1.89778 1.71183 4.50368
H -0.62815 -0.53978 4.01005
H -0.31013 -0.83150 6.44740
H 1.32112 0.61576 7.68320
H 2.79259 2.20333 6.41028
H 2.51283 2.41259 3.94279
*
```

=====

The following is a quantum chemistry calculation of C25H34BClIrN6 as an isolated structure, from the OMol25 dataset.

Summary:
HOMO (spin up / spin down) in eV: -11.088 / -11.690
Max |F| in eV Å⁻¹: 0.6
LUMO level (spin up / spin down) in eV: -2.0 / -5.3
Orbital gap (spin up / spin down) in eV: 9.1 / 6.4
⟨S²⟩: 6.03

ORCA input file:
```
! wB97M-V def2-TZVPD RIJCOSX def2/J DEFGRID3
* xyz 1 5
Ir -0.06625 -0.32432 -0.18351
C -4.07940 -2.90639 0.26732
C -2.85367 -2.73451 1.17572
C -1.60536 -3.22387 0.47931
C -2.73571 -1.30793 1.62365
C -3.59667 -0.67683 2.52709
C -3.12053 0.60539 2.64907
N -2.04757 0.73499 1.85875
N -1.80413 -0.43306 1.21050
B -1.15630 1.97393 1.70865
N 0.28453 1.60564 2.11324
C 1.00119 2.15898 3.09396
C 2.24087 1.56565 3.12071
C 2.22984 0.62874 2.08412
N 1.02875 0.66178 1.47089
C 3.37845 -0.29445 1.77642
C 3.24446 -1.04170 0.46758
C 3.58184 -1.27238 2.93919
N -1.17205 2.44588 0.24101
C -1.55806 3.62159 -0.25151
C -1.35963 3.61374 -1.62188
C -0.81480 2.36695 -1.90798
N -0.72025 1.65747 -0.76618
C -0.38986 1.82755 -3.24245
C -1.22046 0.59663 -3.62841
C 1.12304 1.57931 -3.28326
H -4.19257 -3.95164 -0.02663
H -4.99488 -2.59070 0.76818
H -3.96491 -2.30383 -0.63899
H -3.01348 -3.33000 2.07778
H -1.50503 -2.70544 -0.47377
H -0.70447 -3.05516 1.07794
H -1.66729 -4.29097 0.25697
H -4.43919 -1.11791 3.03522
H -3.46062 1.43477 3.24869
H -1.56286 2.84865 2.41787
H 0.57763 2.93418 3.71273
H 3.05811 1.77034 3.79272
H 4.26460 0.34092 1.71197
H 2.39965 -1.73681 0.51734
H 3.09947 -0.35069 -0.36421
H 4.14385 -1.62606 0.26650
H 2.69033 -1.88866 3.07983
H 4.42796 -1.93086 2.73583
H 3.77852 -0.74730 3.87364
H -1.94911 4.38827 0.39917
H -1.56588 4.40633 -2.32218
H -0.61015 2.61330 -3.96495
H -1.16091 -0.17556 -2.85947
H -2.27340 0.85827 -3.74025
H -0.87121 0.17468 -4.57289
H 1.43633 0.90041 -2.49193
H 1.41904 1.14930 -4.24168
H 1.67085 2.51219 -3.14450
Cl -0.69035 -7.34997 -2.49658
C -0.26407 -5.69887 -2.29789
C -0.96415 -4.72056 -3.00035
C -0.61638 -3.39807 -2.83729
C 0.42921 -3.02299 -1.97589
C 0.79792 -1.63868 -1.83174
C 1.11996 -4.03326 -1.28660
C 0.78091 -5.35889 -1.44193
H -1.76805 -5.00855 -3.66505
H -1.15966 -2.62996 -3.37852
H 1.83631 -1.48100 -1.56113
H 0.46285 -1.00846 -2.65025
H 1.93303 -3.76374 -0.62044
H 1.31371 -6.13743 -0.91152
*
```

=====

The following is a quantum chemistry calculation of C25H34Cl2N7O4SSn as an isolated structure, from the OMol25 dataset.

Summary:
HOMO (spin up / spin down) in eV: -10.499 / -10.488
Max |F| in eV Å⁻¹: 0.5
LUMO level (spin up / spin down) in eV: -3.4 / -3.9
Orbital gap (spin up / spin down) in eV: 7.1 / 6.6
ΔE to the lowest compared entry with this formula, charge and spin in kcal/mol: 54.48

ORCA input file:
```
! wB97M-V def2-TZVPD RIJCOSX def2/J DEFGRID3
* xyz 1 1
Sn 1.39577 0.21880 -1.78406
C 3.00852 -2.72957 -1.98619
C 1.66060 -2.87585 -2.42524
C 1.52885 -2.12569 -3.58042
C 2.83169 -1.45872 -3.85384
C 3.71607 -1.85362 -2.89245
C 5.14835 -1.46838 -2.72555
C 3.05580 -0.57680 -5.03419
C 0.38187 -2.09392 -4.52779
C 0.62285 -3.76945 -1.82207
C 3.64116 -3.37103 -0.80790
H 5.80781 -2.33055 -2.83693
H 5.33808 -1.04535 -1.73727
H 5.45237 -0.72930 -3.46273
H 3.12978 -1.17036 -5.94926
H 3.97496 -0.00139 -4.94111
H 2.22943 0.12298 -5.18076
H -0.45170 -2.69712 -4.17283
H 0.69646 -2.49532 -5.49449
H 0.02261 -1.08173 -4.71186
H 0.58802 -4.74429 -2.31222
H -0.37372 -3.33533 -1.90219
H 0.82326 -3.95272 -0.76629
H 4.48926 -3.98676 -1.11668
H 2.95169 -4.00370 -0.25369
H 4.04580 -2.61824 -0.12518
N -3.74959 -2.87500 1.55529
C -2.53533 -2.59414 1.09635
N -1.49699 -3.35224 1.48873
N -2.42921 -1.59889 0.23255
C -1.29168 -1.15004 -0.13947
N -0.30340 -0.66989 -0.52732
H -3.91682 -3.58568 2.24502
H -4.50607 -2.27171 1.27866
H -1.57249 -3.98202 2.26911
H -0.57153 -3.10933 1.17931
O 2.45512 2.37551 0.39263
N 2.71032 1.06229 0.48020
Cl -0.21765 3.93784 -4.54192
C -1.14920 3.09684 -3.29779
Cl -2.67438 2.45757 -3.90625
C -0.29413 1.97525 -2.74249
O -0.03941 0.95570 -3.42310
O 0.17145 2.11765 -1.57998
H -1.37045 3.80998 -2.50629
C -3.31859 2.74651 0.50496
C -2.15013 1.86964 0.93203
C -1.04749 2.72544 1.54719
N 0.26432 2.09089 1.66778
C 0.51771 0.95411 2.14756
S 2.15859 0.29345 1.91478
N -0.25315 0.01757 2.83193
C -1.36510 0.11989 3.66843
O -2.08689 -0.85134 3.77757
C -1.55173 1.37368 4.43076
C -2.85592 1.77759 4.70193
C -3.07674 2.94769 5.40799
C -1.99678 3.69483 5.86270
C -0.69658 3.27596 5.61592
C -0.47052 2.11637 4.89196
H -4.11704 2.15160 0.06566
H -3.00483 3.48316 -0.23577
H -3.73752 3.29132 1.35140
H -1.74041 1.34035 0.07099
H -2.51196 1.11511 1.63255
H -1.34612 3.10863 2.52570
H -0.88533 3.59419 0.90613
H 1.63906 2.58360 0.96999
H -0.04589 -0.94274 2.59591
H -3.68088 1.17419 4.34959
H -4.08590 3.27427 5.61148
H -2.17012 4.60649 6.41744
H 0.13834 3.85273 5.98539
H 0.54337 1.78854 4.70003
*
```

=====

The following is a quantum chemistry calculation of C25H34CoN2O5P as an isolated structure, from the OMol25 dataset.

Summary:
HOMO (spin up / spin down) in eV: -11.724 / -11.903
Max |F| in eV Å⁻¹: 0.2
LUMO level (spin up / spin down) in eV: -2.0 / -3.1
Orbital gap (spin up / spin down) in eV: 9.7 / 8.8
⟨S²⟩: 3.76
ΔE to the lowest compared entry with this formula, charge and spin in kcal/mol: 0.00

ORCA input file:
```
! wB97M-V def2-TZVPD RIJCOSX def2/J DEFGRID3
* xyz 1 4
Co -0.10872 -0.20018 -0.18256
C 1.90636 -0.47118 -2.38404
O 1.45863 -1.14456 -1.19779
C 2.53235 -1.44857 -0.29012
C 1.90660 -2.09746 0.91476
O 0.92091 -1.21568 1.46566
C 1.38796 -0.43437 2.57785
H 2.57693 -1.12552 -2.94055
H 2.42284 0.45316 -2.11735
H 1.02600 -0.25159 -2.98305
H 3.04012 -0.51759 -0.01902
H 3.23335 -2.13278 -0.77365
H 2.67508 -2.32444 1.65574
H 1.38999 -3.01752 0.64125
H 1.60010 -1.09837 3.41681
H 0.58517 0.24996 2.84564
H 2.26778 0.14612 2.30468
C 3.82936 3.77398 -1.53748
C 3.21328 4.41717 -0.29837
C 1.80724 3.90144 0.00939
C 1.24893 4.49804 1.34325
C 1.21012 6.01927 1.41224
C 0.85138 4.32078 -1.09142
O 0.90312 5.37406 -1.66579
N -0.17923 3.41893 -1.39905
C -0.20469 2.13917 -0.95688
O -1.07379 1.31704 -1.35152
N 0.71857 1.65953 -0.10639
C 1.82604 2.39493 0.25942
O 2.76247 1.86183 0.81789
H 4.80841 4.20241 -1.74633
H 3.20774 3.94604 -2.41904
H 3.96412 2.69981 -1.39855
H 3.15260 5.49463 -0.44210
H 3.83611 4.22722 0.57590
H 1.88769 4.10424 2.13655
H 0.24467 4.09467 1.50967
H 2.20974 6.44710 1.35324
H 0.77495 6.32411 2.36359
H 0.60982 6.45040 0.61205
H -0.85333 3.70285 -2.09689
C -2.54621 -1.26419 2.15778
P -1.92278 -1.66951 0.49965
C -1.30073 -3.36822 0.61741
C -1.03993 -4.04392 -0.57676
C -0.47893 -5.31015 -0.55457
C -0.16635 -5.90896 0.66065
C -0.42596 -5.24334 1.84891
C -0.99321 -3.97468 1.82977
C -3.39380 -1.78671 -0.54537
C -4.26595 -2.86957 -0.42976
C -5.40844 -2.92134 -1.20960
C -5.68581 -1.89650 -2.10638
C -4.82168 -0.81870 -2.22482
C -3.67319 -0.76085 -1.44656
H -3.25272 -2.02181 2.49688
H -3.05211 -0.30049 2.10662
H -1.72088 -1.18953 2.86611
H -1.28919 -3.57941 -1.52484
H -0.28730 -5.83171 -1.48303
H 0.27157 -6.89805 0.67960
H -0.19238 -5.71351 2.79506
H -1.18728 -3.46686 2.76565
H -4.04541 -3.67556 0.26054
H -6.08354 -3.76209 -1.12108
H -6.57825 -1.94124 -2.71646
H -5.03826 -0.02275 -2.92472
H -2.99801 0.08060 -1.53841
*
```

=====

The following is a quantum chemistry calculation of C25H34CrN4S2Sb2 as an isolated structure, from the OMol25 dataset.

Summary:
HOMO (spin up / spin down) in eV: -16.183 / -16.188
Max |F| in eV Å⁻¹: 0.4
LUMO level (spin up / spin down) in eV: -10.6 / -9.0
Orbital gap (spin up / spin down) in eV: 5.6 / 7.2
⟨S²⟩: 4.00

ORCA input file:
```
! wB97M-V def2-TZVPD RIJCOSX def2/J DEFGRID3
* xyz 3 4
Cr 0.00312 -0.01509 0.18910
C 3.73523 1.83082 1.04854
Sb 2.72564 0.04091 0.58649
C 3.89786 -0.70667 -1.00481
C 3.28214 -1.24745 2.21518
C 3.59538 -0.43164 3.44218
C 4.90644 -0.03964 3.68288
C 5.23005 0.77056 4.76410
C 4.23171 1.20358 5.62056
C 2.92329 0.79667 5.40384
C 2.59432 -0.02347 4.32689
C 1.18354 -0.53463 4.22091
Sb -0.11579 0.44405 2.83752
C 0.00356 2.46418 3.40100
C -2.01685 -0.13884 3.54669
H 4.58550 1.55439 1.66945
H 3.10234 2.52074 1.60295
H 4.07646 2.28910 0.12355
H 4.92623 -0.67569 -0.64606
H 3.79668 -0.08809 -1.89377
H 3.61188 -1.73190 -1.23048
H 4.16121 -1.77011 1.83760
H 2.48793 -1.97769 2.35481
H 5.69274 -0.38671 3.02043
H 6.25968 1.05174 4.94004
H 4.46997 1.82856 6.47029
H 2.15248 1.09022 6.10830
H 0.64109 -0.36264 5.15383
H 1.11867 -1.59765 3.99341
H -0.22162 2.48916 4.46671
H -0.72608 3.05100 2.84845
H 1.00913 2.84127 3.22958
H -1.99321 -0.05186 4.63266
H -2.26291 -1.16302 3.27195
H -2.76611 0.53572 3.13549
C -3.02370 -2.41852 0.10464
C -3.11381 -0.93369 0.25179
N -2.12590 -0.04980 0.18361
C -2.62121 1.25312 0.30576
C -3.95191 1.33412 0.50464
S -4.63329 -0.22376 0.47659
C -1.67288 2.34981 0.09697
C -1.90340 3.67912 0.09442
S -0.52018 4.50441 -0.46034
C 0.34512 3.05985 -0.58535
N -0.36947 1.99136 -0.25731
C 1.73676 3.05621 -1.12626
H -2.00288 -2.74470 -0.05002
H -3.61242 -2.73511 -0.75713
H -3.43499 -2.92106 0.98104
H -4.56496 2.21601 0.60942
H -2.81786 4.20455 0.32236
H 1.74601 3.53146 -2.10807
H 2.09516 2.03606 -1.25438
H 2.42142 3.60811 -0.48432
N 0.16224 -3.19325 1.88811
C 0.35903 -3.18038 0.53366
C 0.67686 -4.35191 -0.17126
C 0.81454 -4.31087 -1.53399
C 0.62990 -3.09990 -2.22608
C 0.35805 -2.00129 -1.47222
N 0.25598 -2.01186 -0.11220
H 0.15426 -4.10264 2.32872
H -0.55203 -2.57871 2.25190
H 0.77667 -5.28440 0.36971
H 1.04432 -5.21869 -2.07768
H 0.70045 -3.03644 -3.30191
H 0.23043 -1.03094 -1.96734
*
```

=====

The records above yield E values of -1547.16445 -4132.65251 -1890.71405 -3189.93166 -3182.75962 -3512.52066 a.u., respectively.